Entry 1:
This record from the OMol25 dataset describes a molecular structure, C40H50I2MgN2O4 in a non-equilibrium geometry. The level of theory is ωB97M-V/def2-TZVPD.

ORCA input file:
```
! wB97M-V def2-TZVPD RIJCOSX def2/J DEFGRID3
* xyz 0 1
Mg -0.0549 0.0793 0.1467
C 6.5495 0.5821 2.5661
C 6.5290 0.1191 1.1052
C 7.3034 1.1348 0.2544
C 7.2145 -1.2538 1.0333
C 5.1159 -0.0179 0.5672
C 4.0156 0.3693 1.2747
C 2.7213 0.1177 0.7685
N 1.5651 0.4503 1.2951
C 1.2195 0.8572 2.5016
C 1.9601 0.6890 3.6860
C 1.4247 1.0126 4.9023
C 0.1319 1.5841 4.9249
C -0.6736 1.7327 3.8232
C -0.1600 1.3312 2.5384
O -0.8018 1.3379 1.4617
C -2.0963 2.2468 4.0453
C -2.0384 3.6344 4.7043
C -2.8343 1.2721 4.9793
C -2.9044 2.3890 2.7547
C 2.2019 0.6674 6.1622
C 3.6031 1.2905 6.0858
C 1.5333 1.1732 7.4412
C 2.3139 -0.8644 6.2449
C 2.5355 -0.5404 -0.5274
O 1.3892 -0.9510 -0.7994
C 3.7129 -0.7080 -1.3459
C 4.9260 -0.5239 -0.7453
C 3.6737 -1.0937 -2.8220
C 4.5318 -0.0932 -3.6180
C 4.2512 -2.5068 -2.9884
C 2.2621 -1.0633 -3.4101
H 7.5738 0.5841 2.9338
H 5.9681 -0.0910 3.1937
H 6.1580 1.5923 2.6646
H 8.3229 1.2331 0.6217
H 6.8217 2.1095 0.3034
H 7.3444 0.8257 -0.7870
H 8.2138 -1.1926 1.4602
H 7.3031 -1.6002 0.0073
H 6.6406 -1.9903 1.5931
H 4.1113 0.9214 2.1931
H 2.9073 0.1806 3.6248
H -0.2598 1.8817 5.8826
H -1.5380 3.6023 5.6683
H -3.0466 4.0138 4.8616
H -1.5042 4.3308 4.0614
H -2.3592 1.2244 5.9566
H -2.8471 0.2695 4.5547
H -3.8628 1.5980 5.1226
H -2.4023 3.0652 2.0688
H -3.8863 2.7999 2.9832
H -3.0378 1.4301 2.2626
H 3.5242 2.3727 5.9980
H 4.1630 0.9174 5.2324
H 4.1688 1.0594 6.9865
H 1.4670 2.2586 7.4397
H 2.1293 0.8746 8.3005
H 0.5394 0.7511 7.5637
H 2.8363 -1.2707 5.3816
H 1.3221 -1.3124 6.2827
H 2.8578 -1.1551 7.1417
H 5.8164 -0.7345 -1.3195
H 5.5817 -0.1435 -3.3388
H 4.1825 0.9229 -3.4441
H 4.4596 -0.3095 -4.6827
H 5.2725 -2.5624 -2.6174
H 4.2517 -2.7873 -4.0397
H 3.6474 -3.2272 -2.4408
H 1.7843 -0.1105 -3.2019
H 1.6433 -1.8503 -2.9905
H 2.3148 -1.2046 -4.4888
I -2.5295 -2.0082 -3.4860
C -2.3081 -2.7375 -1.5223
C -2.7467 -3.9922 -1.1404
C -2.6088 -4.3907 0.1695
I -3.3751 -6.2948 0.7186
C -1.9827 -3.5706 1.1250
C -1.8148 -3.8649 2.4926
C -1.1548 -2.9746 3.2972
C -0.6294 -1.7999 2.7415
N -0.7878 -1.4854 1.4812
C -1.4729 -2.3135 0.6859
C -1.6924 -1.8422 -0.6467
O -1.3647 -0.6647 -0.9858
H -3.2086 -4.6503 -1.8640
H -2.2134 -4.7816 2.9034
H -1.0247 -3.1694 4.3514
H -0.0811 -1.1023 3.3610
C -2.0138 2.0975 -1.5239
C -0.6279 1.8200 -1.9897
C -0.3807 1.9109 -3.4677
O 0.2616 1.5003 -1.2259
H -2.5222 2.8486 -2.1204
H -1.9989 2.3591 -0.4691
H -2.5519 1.1537 -1.6129
H -0.9071 2.7466 -3.9195
H -0.7592 0.9896 -3.9164
H 0.6840 1.9821 -3.6768
*
```

## Properties
HOMO level (alpha / beta)   -7.211 / -7.211 eV
Max |F|   1.24 eV Å⁻¹
Frontier orbital gap (alpha / beta)   5.4 / 5.4 eV

Atom charges from the Löwdin analysis, given in e for atoms 1 to 2: 0.514, -0.062

Entry 2:
This record from the OMol25 dataset describes a molecular structure, C40H51BrN10O7PRbS in a non-equilibrium geometry. The level of theory is ωB97M-V/def2-TZVPD.

ORCA input file:
```
! wB97M-V def2-TZVPD RIJCOSX def2/J DEFGRID3
* xyz 0 1
Rb -0.1014 -0.0751 -0.2019
C 3.0153 1.3944 2.1910
O 2.7572 0.8995 0.8671
C 3.7617 1.0488 -0.0323
C 5.0743 1.2337 0.3379
C 6.0469 1.3878 -0.6416
Br 7.8475 1.6185 -0.1179
C 5.7199 1.3742 -1.9663
C 4.3871 1.1906 -2.3523
C 3.3963 1.0073 -1.3897
O 2.0993 0.7988 -1.6805
C 4.0127 1.2046 -3.7793
N 2.7928 1.0518 -4.2141
C 2.8587 1.1409 -5.6118
C 1.8473 1.0553 -6.5679
C 2.2080 1.1670 -7.8995
C 3.5510 1.3637 -8.2813
C 4.5615 1.4573 -7.3385
C 4.1758 1.3430 -6.0021
N 4.8929 1.3799 -4.8066
H 3.6653 0.7144 2.7453
H 2.0554 1.4668 2.6893
H 3.4715 2.3825 2.1549
H 5.3565 1.2618 1.3813
H 6.5025 1.5048 -2.7041
H 1.9911 0.8560 -2.6655
H 0.8090 0.9157 -6.2675
H 1.4423 1.1063 -8.6683
H 3.7975 1.4474 -9.3355
H 5.5992 1.6150 -7.6299
H 5.8767 1.5369 -4.7169
C -0.3872 2.4553 5.7834
C -1.4124 3.2554 5.2830
C -1.8632 3.0936 3.9784
C -1.2988 2.1200 3.1536
C -0.3263 1.2810 3.6785
C 0.1492 1.4568 4.9814
N -1.6355 1.9303 1.7464
N -2.1983 2.9027 1.3139
C -2.5396 2.9053 -0.0995
C -3.5454 3.8401 -0.4022
C -3.9469 4.0022 -1.7165
C -3.3289 3.2285 -2.7069
C -2.3434 2.3011 -2.3613
C -1.8558 2.1156 -1.0361
H 0.0002 2.6244 6.7830
H -1.8475 4.0301 5.9099
H -2.6296 3.7340 3.5643
H 0.0782 0.5049 3.0319
H 0.9547 0.8339 5.3694
H -4.0307 4.4040 0.4020
H -4.7223 4.7204 -1.9713
H -3.6180 3.3720 -3.7499
H -1.9154 1.7081 -3.1814
C -0.6979 -1.7961 10.4660
C -1.1477 -1.6620 9.0007
S -0.1300 -2.6452 7.9554
O -0.0435 -3.9766 8.5154
O 1.0786 -1.9029 7.6487
C -1.0521 -2.7385 6.4634
C -0.2448 -3.5952 5.4669
N -0.5836 -3.3343 4.0492
C 0.1472 -2.5760 3.1944
N -0.4726 -2.4033 2.0269
C -1.6804 -3.0101 2.1560
C -1.7638 -3.5912 3.3692
N -2.8589 -4.3861 3.8757
O -2.7870 -4.8001 5.0001
O -3.7756 -4.5775 3.1438
C 1.5176 -2.0660 3.5058
H -1.3068 -1.1445 11.0912
H 0.3496 -1.5062 10.5886
H -0.8038 -2.8210 10.8193
H -1.0428 -0.6491 8.6191
H -2.1747 -2.0104 8.8429
H -1.1829 -1.7069 6.1174
H -2.0204 -3.1977 6.6817
H -0.4157 -4.6325 5.6789
H 0.8148 -3.4008 5.5595
H -2.4193 -3.0392 1.3598
H 2.2322 -2.8883 3.6047
H 1.5470 -1.4881 4.4378
H 1.8371 -1.4237 2.6796
C 2.2322 -4.4674 -2.2921
N 1.4337 -3.3611 -1.7475
C 1.6715 -3.1237 -0.3133
P -0.1107 -3.1056 -2.2970
O -0.7535 -1.9498 -1.6015
N 0.1276 -2.9639 -3.9253
C 1.1250 -1.9573 -4.3603
C -1.1391 -2.8119 -4.6892
N -1.0364 -4.4545 -2.1380
C -0.8258 -5.6596 -2.9445
C -2.3562 -4.3762 -1.4942
H 3.2919 -4.2589 -2.1257
H 2.0772 -4.5695 -3.3679
H 1.9957 -5.4269 -1.8058
H 2.7275 -2.8832 -0.1555
H 1.4184 -4.0048 0.2968
H 1.0624 -2.2985 0.0337
H 2.0217 -2.0014 -3.7475
H 0.7199 -0.9411 -4.2970
H 1.4035 -2.1454 -5.3998
H -1.8797 -3.5497 -4.3730
H -0.9409 -2.9707 -5.7497
H -1.5728 -1.8151 -4.5619
H 0.0767 -5.5851 -3.5473
H -1.6697 -5.8105 -3.6295
H -0.7480 -6.5471 -2.3107
H -2.4994 -3.4004 -1.0370
H -2.4544 -5.1490 -0.7232
H -3.1545 -4.5308 -2.2325
*
```

## Properties
HOMO level   -5.866 eV
Max |F|   3.17 eV Å⁻¹
Frontier orbital gap   5.5 eV

Atom charges from the Löwdin analysis, given in e for atoms 1 to 2: 0.889, -0.038

Entry 3:
This record from the OMol25 dataset describes a molecular structure, C40H51ClCuGeNP2Sb in a non-equilibrium geometry. The level of theory is ωB97M-V/def2-TZVPD.

ORCA input file:
```
! wB97M-V def2-TZVPD RIJCOSX def2/J DEFGRID3
* xyz 0 2
Cu 0.1863 0.9383 -0.8188
C -3.7121 0.0022 2.7744
P -2.7480 -0.1070 1.1892
C -2.1933 -1.8596 1.3870
C -4.0744 -0.3811 -0.0248
C -5.0381 -1.3736 0.0696
C -5.9185 -1.6198 -0.9635
C -5.8147 -0.8788 -2.1508
C -4.9045 0.1435 -2.2526
C -4.0457 0.4416 -1.1852
P -3.1453 1.9946 -1.1091
C -3.8945 2.9859 -2.4546
C -3.7982 2.8679 0.3558
H -4.4264 -0.8147 2.8618
H -4.2487 0.9481 2.8152
H -3.0134 -0.0422 3.6097
H -3.0410 -2.5269 1.5285
H -1.5335 -1.9235 2.2477
H -1.6392 -2.1591 0.5004
H -5.1235 -1.9533 0.9786
H -6.6770 -2.3799 -0.8670
H -6.4792 -1.0944 -2.9734
H -4.8719 0.7224 -3.1640
H -3.5876 2.5774 -3.4163
H -3.5080 3.9997 -2.3714
H -4.9803 3.0002 -2.3773
H -4.8575 2.6294 0.4532
H -3.6802 3.9384 0.2039
H -3.2558 2.5611 1.2465
C 1.2036 3.9532 -0.4573
Ge -0.7044 4.0489 -0.9906
C -0.7875 5.0293 -2.7337
C -1.4670 5.2471 0.4263
C -1.3722 2.1363 -1.2465
H 1.5762 4.9314 -0.1720
H 1.8221 3.5894 -1.2683
H 1.3314 3.2855 0.3890
H -0.2960 5.9912 -2.6429
H -1.8034 5.2079 -3.0720
H -0.2723 4.4575 -3.4996
H -0.7162 5.9989 0.6507
H -1.6709 4.6987 1.3384
H -2.3659 5.7688 0.1140
H -1.2409 2.0034 -2.3342
Cl 2.5797 2.0852 -5.6894
C 2.8144 1.8581 -3.9875
C 4.0342 2.2278 -3.4101
C 4.1562 1.9995 -2.0284
C 3.1024 1.4855 -1.3280
N 1.9228 1.1069 -1.8957
C 1.8083 1.3126 -3.2377
H 4.8167 2.6675 -4.0039
H 5.0747 2.2476 -1.5175
H 3.1568 1.3563 -0.2565
H 0.8754 1.0080 -3.6896
C 3.8556 -1.7851 -1.5500
C 4.2666 -1.2145 -0.2286
C 5.5989 -0.8915 -0.0062
C 6.0187 -0.3444 1.1944
C 5.1010 -0.1098 2.2035
C 3.7705 -0.4294 1.9928
C 3.3484 -0.9941 0.7984
Sb 1.2360 -1.2366 0.4500
C 0.6997 -1.0576 2.5496
C 0.4192 0.2672 2.8614
C 0.0341 0.6480 4.1329
C -0.0874 -0.3160 5.1181
C 0.1707 -1.6408 4.8111
C 0.5631 -2.0336 3.5348
C 0.8025 -3.4890 3.2683
C 1.4010 -3.3659 0.0167
C 2.4394 -4.0858 0.5978
C 2.5891 -5.4402 0.3713
C 1.7091 -6.0908 -0.4764
C 0.7190 -5.3667 -1.1091
C 0.5557 -4.0015 -0.8857
C -0.5069 -3.2861 -1.6681
H 4.6073 -1.5738 -2.3039
H 2.9106 -1.3646 -1.8893
H 3.7332 -2.8686 -1.4893
H 6.3164 -1.0567 -0.7972
H 7.0586 -0.0862 1.3370
H 5.4117 0.3273 3.1436
H 3.0427 -0.2200 2.7662
H 0.4977 1.0155 2.0782
H -0.1702 1.6872 4.3490
H -0.3877 -0.0415 6.1194
H 0.0653 -2.3936 5.5801
H 0.4834 -4.0924 4.1157
H 1.8610 -3.6776 3.1014
H 0.2632 -3.8211 2.3817
H 3.1486 -3.5744 1.2377
H 3.3939 -5.9897 0.8395
H 1.8027 -7.1502 -0.6639
H 0.0471 -5.8578 -1.7970
H -0.4107 -3.5327 -2.7248
H -0.4292 -2.2043 -1.5574
H -1.5036 -3.5999 -1.3537
*
```

## Properties
HOMO level (alpha / beta)   -3.523 / -7.364 eV
Max |F|   2.01 eV Å⁻¹
⟨S²⟩   0.76
Frontier orbital gap (alpha / beta)   3.5 / 7.4 eV

Atom charges from the Löwdin analysis, given in e for atoms 1 to 2: 0.074, -0.258

Entry 4:
This record from the OMol25 dataset describes a molecular structure, C40H51FN6SW in a non-equilibrium geometry. The level of theory is ωB97M-V/def2-TZVPD.

ORCA input file:
```
! wB97M-V def2-TZVPD RIJCOSX def2/J DEFGRID3
* xyz 0 1
W -0.1259 -0.0986 -0.3431
C -2.4528 -4.4991 -3.8296
C -3.0053 -4.3879 -2.4199
N -3.1379 -3.0190 -1.9275
C -2.0606 -2.2505 -1.5788
S -2.3761 -1.0668 -0.3062
N -0.9316 -2.4526 -2.1811
N 0.0711 -1.6032 -1.7390
C 1.2666 -1.7876 -2.2664
C 1.4917 -2.6860 -3.4317
C 2.3320 -1.1169 -1.5901
C 3.6796 -1.2051 -1.9631
C 4.6437 -0.6118 -1.1890
C 4.2717 0.0880 -0.0345
C 2.9405 0.1694 0.2727
N 1.9817 -0.4063 -0.4791
H -2.4511 -5.5495 -4.1284
H -1.4346 -4.1133 -3.8926
H -3.0765 -3.9404 -4.5316
H -2.4094 -4.9887 -1.7253
H -4.0176 -4.7923 -2.4095
H -3.8968 -2.8898 -1.2761
H 0.5460 -2.9258 -3.9043
H 1.9671 -3.6229 -3.1237
H 2.1464 -2.2033 -4.1612
H 3.9409 -1.7597 -2.8545
H 5.6872 -0.6838 -1.4699
H 5.0015 0.5660 0.6037
H 2.5902 0.7117 1.1359
C 1.3919 -3.8094 0.5728
C 0.4749 -2.8818 1.3655
C -0.6735 -3.6463 2.0135
C 1.2186 -2.0083 2.3651
C 2.2068 -2.5796 3.1631
C 2.8864 -1.8289 4.1091
C 2.5888 -0.4837 4.2549
C 1.6164 0.1316 3.4713
C 1.3357 1.6118 3.6734
C 0.6227 1.8694 5.0041
C 2.6105 2.4610 3.6050
C 0.9197 -0.6425 2.5255
N -0.1225 -0.0269 1.7432
C -1.2750 0.2911 2.5009
C -1.6452 -0.3976 3.6573
C -2.7880 -0.0644 4.3734
C -3.6017 0.9784 3.9544
C -3.2463 1.6952 2.8167
C -2.1041 1.3448 2.1299
F -1.7693 2.0900 1.0472
H 0.8371 -4.2609 -0.2542
H 1.7703 -4.6212 1.1997
H 2.2510 -3.2737 0.1635
H 0.0052 -2.2053 0.6583
H -0.2856 -4.3146 2.7895
H -1.2005 -4.2499 1.2691
H -1.3955 -2.9671 2.4656
H 2.4430 -3.6313 3.0471
H 3.6461 -2.2906 4.7293
H 3.1261 0.1031 4.9934
H 0.6765 1.9333 2.8684
H 1.2525 1.5577 5.8432
H -0.3218 1.3271 5.0687
H 0.4125 2.9356 5.1213
H 3.2543 2.2830 4.4715
H 2.3524 3.5220 3.6005
H 3.2018 2.2570 2.7094
H -1.0132 -1.2046 4.0058
H -3.0399 -0.6289 5.2629
H -4.4952 1.2413 4.5065
H -3.8339 2.5292 2.4546
C 1.2814 3.3155 0.4980
C 1.4409 3.6676 -0.9805
C 2.4988 2.8073 -1.6714
C 0.1316 3.6790 -1.7421
C -0.3218 4.8904 -2.2576
C -1.4684 4.9712 -3.0322
C -2.1669 3.8110 -3.3151
C -1.7553 2.5771 -2.8146
C -2.5433 1.3363 -3.1979
C -4.0014 1.4324 -2.7471
C -2.4468 1.0744 -4.7031
C -0.6183 2.5304 -1.9931
N -0.2449 1.3015 -1.4123
H 2.2448 3.3987 1.0087
H 0.9091 2.2957 0.6405
H 0.5741 3.9878 0.9890
H 1.8036 4.6970 -1.0239
H 2.1816 1.7690 -1.7519
H 3.4398 2.8347 -1.1132
H 2.6902 3.1755 -2.6821
H 0.2553 5.7864 -2.0563
H -1.8035 5.9256 -3.4194
H -3.0519 3.8562 -3.9412
H -2.1021 0.4871 -2.6934
H -4.5253 2.2377 -3.2703
H -4.0703 1.6201 -1.6738
H -4.5273 0.4976 -2.9587
H -2.9115 1.8822 -5.2762
H -2.9583 0.1421 -4.9597
H -1.4057 0.9930 -5.0254
*
```

## Properties
HOMO level (alpha / beta)   -6.168 / -6.157 eV
Max |F|   1.83 eV Å⁻¹
Frontier orbital gap (alpha / beta)   4.9 / 4.9 eV

Atom charges from the Löwdin analysis, given in e for atoms 1 to 2: 1.268, -0.095